No. 1
{
  "formula": "C28H28AlN2Si",
  "method": "ωB97M-V/def2-TZVPD",
  "homo_lumo_gap_ev": [3.880, 3.879],
  "homo_ev": [-8.8, -8.8],
  "charge": 1,
  "elements": ["C", "C", "C", "H", "C", "C", "H", "H", "H", "H", "Al", "C", "H", "H", "H", "Si", "C", "C", "H", "C", "H", "C", "H", "C", "H", "C", "H", "C", "C", "H", "C", "H", "C", "H", "C", "H", "C", "H", "H", "H", "C", "C", "C", "C", "N", "C", "C", "C", "C", "C", "C", "N", "H", "H", "H", "H", "H", "H", "H", "H"],
  "positions_angstrom": [[1.19, 0.39, 1.76], [0.32, -0.70, 2.08], [0.69, -1.80, 1.22], [-0.38, -0.78, 2.90], [1.70, -1.34, 0.31], [1.98, 0.02, 0.64], [2.83, 0.57, 0.25], [1.30, 1.28, 2.37], [0.27, -2.82, 1.23], [2.19, -1.97, -0.43], [-0.11, -0.41, -0.06], [-3.07, -1.42, -3.52], [-2.33, -2.22, -3.45], [-2.50, -0.47, -3.60], [-3.67, -1.42, -2.59], [-2.16, -3.59, 0.01], [-3.93, -4.09, 0.36], [-4.28, -4.59, 1.64], [-3.50, -4.68, 2.41], [-5.59, -5.04, 1.90], [-5.81, -5.48, 2.87], [-6.55, -4.96, 0.89], [-7.56, -5.34, 1.08], [-6.22, -4.48, -0.39], [-6.96, -4.49, -1.19], [-4.91, -4.06, -0.65], [-4.63, -3.73, -1.66], [-1.51, -5.18, -0.79], [-2.18, -6.42, -0.73], [-3.16, -6.49, -0.23], [-1.65, -7.57, -1.32], [-2.18, -8.52, -1.25], [-0.43, -7.49, -2.01], [0.03, -8.39, -2.41], [0.18, -6.24, -2.21], [1.07, -6.15, -2.85], [-0.35, -5.10, -1.59], [0.12, -4.13, -1.76], [-1.72, -3.69, 1.45], [-3.75, -1.63, -4.30], [1.83, 0.93, -3.65], [1.52, 2.28, -3.61], [0.57, 2.70, -2.69], [0.05, 1.81, -1.76], [0.41, 0.49, -1.77], [1.25, 0.04, -2.75], [-0.88, 2.17, -0.69], [-1.36, 3.44, -0.45], [-2.19, 3.68, 0.65], [-2.63, 2.58, 1.39], [-2.18, 1.31, 1.08], [-1.25, 1.10, 0.11], [2.55, 0.53, -4.38], [1.98, 3.00, -4.30], [0.19, 3.72, -2.66], [1.45, -1.03, -2.76], [-1.07, 4.23, -1.14], [-2.51, 4.69, 0.88], [-3.32, 2.70, 2.22], [-2.53, 0.41, 1.59]],
  "mulliken_charge": [-0.36, -0.85, -0.10, 0.65, -0.77, -0.39, 0.57, 0.53, 0.89, 0.74, -1.29, -0.82, 0.16, 0.15, 0.15, 0.56, 0.04, 0.05, 0.33, -0.66, 0.38, -0.38, 0.36, -0.61, 0.38, -0.32, 0.28, 0.17, -0.09, 0.25, -0.70, 0.38, -0.40, 0.35, -0.51, 0.36, -0.21, 0.27, -0.28, 0.38, -0.65, -0.68, -0.52, 0.33, 0.35, -0.23, 0.71, -0.63, -0.61, -0.77, -0.03, 0.42, 0.42, 0.45, 0.44, 0.51, 0.41, 0.46, 0.42, 0.57]
}



No. 2
{
  "formula": "C28H28AsN3O7PSTc",
  "method": "ωB97M-V/def2-TZVPD",
  "s2": 1.120,
  "homo_lumo_gap_ev": [6.387, 6.440],
  "homo_ev": [-11.0, -11.3],
  "charge": 1,
  "spin_multiplicity": 2,
  "elements": ["Tc", "C", "C", "N", "N", "C", "O", "C", "C", "C", "C", "C", "C", "C", "C", "C", "C", "C", "N", "H", "H", "H", "H", "H", "H", "H", "H", "H", "H", "H", "H", "O", "As", "O", "O", "C", "C", "C", "C", "C", "C", "S", "O", "O", "O", "H", "H", "H", "H", "H", "C", "P", "C", "C", "C", "C", "C", "C", "C", "H", "H", "H", "H", "H", "H", "H", "H", "H", "H", "H"],
  "positions_angstrom": [[-0.07, -0.77, -0.57], [-2.55, 2.01, -2.88], [-1.86, 0.84, -2.25], [-1.25, 0.91, -1.00], [-1.48, 1.97, -0.34], [-0.89, 2.20, 0.95], [-0.90, 1.08, 1.87], [-1.68, 3.29, 1.67], [-1.46, 3.48, 3.03], [-2.18, 4.44, 3.73], [-3.12, 5.22, 3.07], [-3.33, 5.05, 1.71], [-2.61, 4.09, 1.01], [-1.80, -0.42, -2.81], [-2.10, -0.72, -4.21], [-1.29, -1.47, -4.96], [-0.01, -2.09, -4.46], [-0.26, -2.96, -3.27], [-1.33, -1.36, -1.95], [-2.67, 2.80, -2.15], [-3.52, 1.72, -3.27], [-1.96, 2.41, -3.71], [-0.74, 2.86, 3.55], [-1.99, 4.57, 4.78], [-3.69, 5.96, 3.62], [-4.05, 5.67, 1.19], [-2.77, 3.96, -0.05], [-2.95, -0.22, -4.65], [-1.53, -1.62, -6.00], [0.41, -2.73, -5.24], [-0.08, -4.03, -3.30], [2.47, 0.65, -2.95], [1.56, -0.79, -2.54], [1.00, -1.08, -4.23], [-1.24, -2.68, -2.38], [3.15, -1.87, -2.26], [4.01, -2.20, -3.29], [5.17, -2.92, -3.00], [5.47, -3.28, -1.70], [4.61, -2.95, -0.66], [3.46, -2.24, -0.96], [2.24, -1.93, 0.28], [1.90, -0.46, 0.25], [2.66, -2.40, 1.55], [1.02, -2.58, -0.29], [1.92, 1.37, -3.29], [3.78, -1.91, -4.31], [5.85, -3.18, -3.80], [6.37, -3.84, -1.48], [4.82, -3.22, 0.37], [0.57, 2.63, 0.73], [-1.00, -0.50, 1.60], [-2.75, -0.93, 1.76], [-0.20, -1.04, 3.12], [-0.85, -1.88, 4.03], [-0.27, -2.14, 5.26], [0.95, -1.57, 5.59], [1.62, -0.77, 4.68], [1.05, -0.50, 3.44], [1.13, 1.82, 0.26], [1.02, 2.87, 1.69], [0.58, 3.51, 0.09], [-3.14, -0.56, 2.71], [-2.88, -2.01, 1.69], [-3.29, -0.46, 0.94], [-1.80, -2.33, 3.78], [-0.78, -2.77, 5.97], [1.39, -1.76, 6.56], [2.58, -0.35, 4.92], [1.56, 0.13, 2.73]],
  "mulliken_spin": [0.11, 0.00, 0.07, -0.01, -0.02, -0.01, 0.02, 0.01, 0.00, 0.00, 0.00, 0.00, 0.00, -0.06, 0.01, 0.04, 0.00, 0.74, 0.02, 0.00, 0.00, 0.00, 0.00, 0.00, 0.00, 0.00, 0.00, 0.00, 0.01, -0.01, -0.03, 0.01, -0.01, 0.05, 0.08, 0.03, -0.03, 0.00, 0.00, 0.00, -0.02, -0.01, 0.01, 0.00, 0.01, 0.00, 0.00, 0.00, 0.00, 0.00, 0.00, -0.03, 0.00, 0.02, 0.00, 0.00, 0.00, 0.00, 0.00, 0.00, 0.00, 0.00, 0.00, 0.00, 0.00, 0.00, 0.00, 0.00, 0.00, 0.00]
}



No. 3
{
  "formula": "C28H28AsN5RuS",
  "method": "ωB97M-V/def2-TZVPD",
  "s2": 0.766,
  "homo_lumo_gap_ev": [6.535, 6.191],
  "homo_ev": [-10.5, -10.5],
  "charge": 1,
  "spin_multiplicity": 2,
  "elements": ["Ru", "S", "C", "C", "C", "C", "C", "C", "As", "C", "C", "C", "C", "C", "C", "C", "C", "C", "C", "C", "C", "H", "H", "H", "H", "H", "H", "H", "H", "H", "H", "H", "H", "H", "H", "C", "N", "C", "C", "N", "H", "H", "H", "H", "H", "H", "N", "N", "H", "H", "H", "H", "N", "C", "C", "C", "C", "C", "C", "C", "H", "H", "H", "H"],
  "positions_angstrom": [[-1.23, 0.74, 0.10], [-2.61, -0.90, 1.08], [-1.86, -2.50, 1.02], [-2.60, -3.67, 1.21], [-1.96, -4.90, 1.16], [-0.59, -5.00, 0.92], [0.15, -3.85, 0.73], [-0.50, -2.62, 0.80], [0.36, -0.95, 0.56], [0.68, -0.28, 2.35], [0.25, -1.00, 3.46], [0.42, -0.47, 4.73], [1.00, 0.78, 4.89], [1.44, 1.50, 3.78], [1.28, 0.97, 2.51], [2.08, -1.30, -0.18], [2.23, -1.44, -1.55], [3.47, -1.74, -2.08], [4.57, -1.89, -1.23], [4.41, -1.74, 0.14], [3.17, -1.44, 0.68], [-3.66, -3.61, 1.38], [-2.55, -5.80, 1.30], [-0.11, -5.97, 0.89], [1.21, -3.91, 0.54], [-0.22, -1.97, 3.33], [0.09, -1.03, 5.59], [1.13, 1.19, 5.88], [1.91, 2.47, 3.91], [1.64, 1.53, 1.65], [1.38, -1.33, -2.21], [3.60, -1.86, -3.15], [5.54, -2.12, -1.64], [5.26, -1.85, 0.80], [3.05, -1.32, 1.75], [-1.34, 0.23, -5.12], [-2.33, -0.11, -4.10], [-3.49, -0.94, -4.46], [-2.07, 0.13, -2.84], [-1.94, 0.36, -1.71], [-1.85, 0.65, -5.98], [-0.79, -0.66, -5.43], [-0.64, 0.96, -4.73], [-3.97, -0.49, -5.32], [-4.19, -0.96, -3.63], [-3.18, -1.96, -4.70], [-2.35, 1.42, 3.20], [-1.88, 1.91, 1.93], [-1.60, 0.83, 3.55], [-3.11, 0.78, 3.00], [-1.14, 2.58, 2.13], [-2.64, 2.47, 1.55], [2.00, 7.03, -2.16], [1.50, 6.07, -1.78], [0.87, 4.86, -1.30], [-0.44, 4.89, -0.85], [-1.05, 3.73, -0.40], [-0.38, 2.50, -0.38], [0.95, 2.50, -0.85], [1.57, 3.66, -1.31], [-0.99, 5.83, -0.86], [-2.08, 3.80, -0.07], [1.53, 1.58, -0.88], [2.60, 3.64, -1.66]],
  "mulliken_spin": [0.89, 0.11, -0.02, 0.01, -0.01, 0.01, 0.00, 0.01, -0.05, 0.01, 0.01, 0.00, 0.00, 0.00, -0.01, -0.01, 0.00, 0.00, 0.00, 0.00, 0.00, 0.00, 0.00, 0.00, 0.00, 0.00, 0.00, 0.00, 0.00, 0.00, 0.00, 0.00, 0.00, 0.00, 0.00, 0.00, -0.01, 0.00, 0.05, -0.02, 0.00, 0.00, 0.00, 0.00, 0.00, 0.00, 0.01, 0.00, 0.00, 0.00, 0.00, 0.00, 0.02, -0.01, 0.04, -0.02, 0.09, -0.09, 0.02, -0.03, 0.00, 0.00, 0.00, 0.00]
}



No. 4
{
  "formula": "C28H28B2F4N12O4Pb",
  "method": "ωB97M-V/def2-TZVPD",
  "s2": 0.763,
  "homo_lumo_gap_ev": [7.242, 5.212],
  "homo_ev": [-4.9, -4.9],
  "charge": -1,
  "spin_multiplicity": 2,
  "elements": ["Pb", "C", "O", "C", "C", "C", "C", "C", "C", "N", "N", "C", "O", "C", "C", "C", "C", "C", "C", "C", "O", "H", "H", "H", "H", "H", "H", "H", "H", "H", "H", "H", "H", "C", "C", "N", "N", "C", "B", "N", "C", "C", "C", "N", "N", "C", "C", "C", "N", "N", "C", "C", "C", "N", "H", "H", "H", "H", "H", "H", "H", "H", "H", "H", "H", "H", "O", "C", "F", "B", "F", "F", "F", "N", "N", "H", "H", "H", "H"],
  "positions_angstrom": [[-0.14, -0.76, 0.00], [3.45, -3.18, 0.56], [3.53, -3.23, 1.98], [3.25, -2.11, 2.73], [3.58, -2.21, 4.06], [3.36, -1.18, 4.96], [2.82, 0.00, 4.52], [2.46, 0.16, 3.17], [2.02, 1.47, 2.72], [1.70, 1.74, 1.52], [1.48, 2.92, 1.01], [1.54, 3.14, -0.31], [1.80, 2.29, -1.17], [1.32, 4.56, -0.71], [1.17, 4.84, -2.07], [1.04, 6.15, -2.50], [1.04, 7.18, -1.57], [1.17, 6.91, -0.22], [1.31, 5.60, 0.22], [2.63, -0.93, 2.22], [2.28, -0.86, 0.98], [4.03, -4.04, 0.22], [3.89, -2.27, 0.16], [2.42, -3.27, 0.21], [4.03, -3.14, 4.39], [3.64, -1.31, 6.00], [2.66, 0.83, 5.20], [2.08, 2.28, 3.44], [1.18, 4.02, -2.78], [0.93, 6.35, -3.55], [0.95, 8.21, -1.91], [1.18, 7.72, 0.50], [1.42, 5.38, 1.27], [-0.91, -3.71, 3.53], [-0.05, -3.18, 2.56], [-0.75, -2.50, 1.66], [-2.04, -2.57, 2.01], [-2.16, -3.30, 3.14], [-3.19, -1.89, 1.22], [-3.08, -2.23, -0.29], [-4.05, -2.58, -1.16], [-3.49, -2.69, -2.41], [-2.14, -2.38, -2.23], [-1.91, -2.10, -0.95], [-3.08, -0.35, 1.41], [-4.07, 0.55, 1.54], [-3.50, 1.79, 1.77], [-2.13, 1.55, 1.73], [-1.89, 0.26, 1.52], [-4.51, -2.37, 1.82], [-5.07, -1.94, 2.99], [-6.16, -2.73, 3.25], [-6.18, -3.65, 2.19], [-5.19, -3.43, 1.35], [-0.65, -4.29, 4.40], [1.02, -3.28, 2.48], [-3.12, -3.50, 3.59], [-5.06, -2.76, -0.84], [-3.98, -2.94, -3.33], [-1.35, -2.34, -2.96], [-5.11, 0.28, 1.47], [-4.01, 2.73, 1.92], [-1.31, 2.24, 1.87], [-4.65, -1.12, 3.54], [-6.84, -2.66, 4.08], [-6.87, -4.46, 2.00], [2.41, -1.67, -2.41], [1.45, -1.33, -1.94], [-1.01, -1.70, -5.61], [-0.65, -0.45, -5.11], [0.26, -0.61, -4.03], [-0.06, 0.34, -6.10], [-1.80, 0.20, -4.60], [-1.91, 2.04, -1.48], [-1.37, 0.74, -1.78], [-2.13, 2.53, -2.34], [-1.19, 2.57, -0.99], [-0.64, 0.78, -2.49], [-2.12, 0.20, -2.20]],
  "mulliken_spin": [0.02, 0.00, 0.00, 0.01, -0.01, 0.02, -0.01, 0.01, 0.02, 0.23, 0.46, 0.01, 0.12, -0.03, 0.00, 0.00, 0.00, 0.00, 0.01, 0.05, 0.06, 0.00, 0.00, 0.00, 0.00, 0.00, 0.00, 0.02, 0.00, 0.00, 0.00, 0.00, 0.00, 0.00, 0.00, 0.00, 0.00, 0.00, 0.00, 0.00, 0.00, 0.00, 0.00, 0.00, 0.00, 0.00, 0.00, 0.00, 0.00, 0.00, 0.00, 0.00, 0.00, 0.00, 0.00, 0.00, 0.00, 0.00, 0.00, 0.00, 0.00, 0.00, 0.00, 0.00, 0.00, 0.00, 0.00, 0.00, 0.00, 0.00, 0.00, 0.00, 0.00, 0.00, 0.00, 0.00, 0.00, 0.00, 0.00]
}